(1)
Computed, not measured: a cluster of 2 separate species, C4H12 in total, with the ωB97M-V functional and the def2-TZVPD basis.

- LUMO energy (eV) = 1.16
- SMILES = CC.CC
- E_tot (hartree) = -159.55972
- HOMO-LUMO gap (eV) = 12.3
- highest occupied orbital energy (Eh) = -0.409

Positions of all 16 atoms, in Å:
H: -0.51 2.23 1.32
H: 0.26 -0.15 3.09
C: -0.53 1.64 2.27
H: 0.30 0.50 -1.97
H: -0.08 -0.72 -0.69
C: 0.30 -0.53 -1.67
H: 1.43 -0.63 -1.60
H: 0.69 -2.04 -3.26
H: -1.60 1.57 2.51
H: 1.33 0.65 2.12
H: -0.01 2.41 2.85
C: 0.26 0.40 2.14
H: -0.80 -2.32 -2.31
C: -0.16 -1.56 -2.75
H: -0.06 -0.36 1.43
H: -0.83 -1.10 -3.48

Here is what natural (NBO) gives for the atomic charges, in e: H 0.20; H 0.20; C -0.62; H 0.21; H 0.21; C -0.62; H 0.20; H 0.21; H 0.21; H 0.21; H 0.21; C -0.62; H 0.21; C -0.62; H 0.21; H 0.20

(2)
Computed, not measured: a cluster of 2 separate species, C4H12 in total, with the ωB97M-V functional and the def2-TZVPD basis.

- LUMO energy (eV) = 1.06
- SMILES = CC.CC
- E_tot (hartree) = -159.52553
- HOMO-LUMO gap (eV) = 11.8
- highest occupied orbital energy (Eh) = -0.393

Positions of all 16 atoms, in Å:
H: -2.57 -0.31 -0.62
C: 2.10 -0.81 0.57
H: 1.60 -1.74 2.43
C: -1.89 0.09 -1.37
H: -1.24 2.12 -2.21
C: -1.63 1.61 -1.21
H: -2.37 2.19 -0.63
C: 1.43 -0.85 1.89
H: -1.03 -0.34 -0.82
H: 0.38 -0.81 1.86
H: -2.11 -0.24 -2.45
H: 3.12 -1.04 0.60
H: 1.88 0.05 -0.12
H: 1.63 0.06 2.52
H: 1.68 -1.59 -0.17
H: -0.97 1.61 -0.26

Here is what natural (NBO) gives for the atomic charges, in e: H 0.21; C -0.62; H 0.21; C -0.64; H 0.22; C -0.64; H 0.21; C -0.61; H 0.21; H 0.20; H 0.22; H 0.21; H 0.21; H 0.20; H 0.20; H 0.21

(3)
Computed, not measured: a cluster of 2 separate species, C4H12 in total, with the ωB97M-V functional and the def2-TZVPD basis.

- LUMO energy (eV) = 1.15
- SMILES = CC.CC
- E_tot (hartree) = -159.57600
- HOMO-LUMO gap (eV) = 12.6
- highest occupied orbital energy (Eh) = -0.421

Positions of all 16 atoms, in Å:
H: -2.32 0.44 0.16
H: 0.45 -0.90 -2.53
C: -0.68 0.74 1.60
H: -1.70 2.06 0.13
H: 1.81 -1.02 0.27
H: 1.53 -2.23 -2.10
H: -2.68 1.55 1.48
C: -1.90 1.22 0.80
H: 1.24 0.45 -0.60
H: 0.02 1.57 1.81
H: -1.01 0.33 2.55
H: 0.10 -1.98 -1.18
H: -0.07 0.01 1.07
C: 0.91 -1.42 -1.69
H: 2.69 -0.45 -1.02
C: 1.65 -0.54 -0.69

Here is what natural (NBO) gives for the atomic charges, in e: H 0.20; H 0.21; C -0.61; H 0.20; H 0.21; H 0.20; H 0.20; C -0.61; H 0.21; H 0.20; H 0.20; H 0.20; H 0.21; C -0.61; H 0.20; C -0.62